1.
This record from OMol25 describes the molecule C16H15N5OS. The level of theory is ωB97M-V/def2-TZVPD.

Geometry (Å):
C (-1.83674, -3.16027, 0.96074)
C (-1.17423, -1.86463, 1.41548)
N (-0.72871, -1.08957, 0.28732)
C (0.49051, -1.15258, -0.30595)
S (1.79605, -2.13320, 0.25746)
C (3.06292, -1.56946, -0.91449)
C (3.09491, -0.06593, -1.18075)
O (3.40889, 0.32421, -2.27684)
C (2.81673, 0.84341, -0.04622)
C (3.13325, 0.52712, 1.27265)
C (2.82733, 1.41588, 2.28770)
C (2.19966, 2.61662, 1.99918)
C (1.89575, 2.94258, 0.68645)
C (2.21155, 2.06634, -0.33308)
N (0.55855, -0.33480, -1.32986)
N (-0.61486, 0.27849, -1.42857)
C (-1.40202, -0.16459, -0.47443)
C (-2.76198, 0.28104, -0.28992)
C (-3.27873, 1.30502, -1.09963)
N (-4.51923, 1.72634, -0.97079)
C (-5.26792, 1.14796, -0.03856)
C (-4.76240, 0.14165, 0.77113)
N (-3.51883, -0.29370, 0.64664)
H (-1.14646, -3.75167, 0.36341)
H (-2.13535, -3.74144, 1.82789)
H (-2.72008, -2.93578, 0.36814)
H (-1.88761, -1.25945, 1.97747)
H (-0.29652, -2.08060, 2.03208)
H (4.01703, -1.88490, -0.48713)
H (2.91030, -2.08318, -1.86430)
H (3.63573, -0.39849, 1.51106)
H (3.07836, 1.16860, 3.30878)
H (1.95294, 3.30090, 2.79779)
H (1.41328, 3.88151, 0.45959)
H (1.97420, 2.29135, -1.36109)
H (-2.66257, 1.77026, -1.85419)
H (-6.28470, 1.50288, 0.05050)
H (-5.35703, -0.33796, 1.53671)

Forces on atoms 1 to 2 (eV/Å):
C 0.106 0.199 0.082
C -0.287 -0.491 0.484

Calculated values
Total charge ... 0
Gap between HOMO and LUMO ... 8.383 eV
Energy ... -37168.20075 eV
LUMO ... -0.014 eV

Table of natural (NBO) atomic charges, one value per atom, all in e:
1 C -0.6129
2 C -0.2187
3 N -0.3444
4 C 0.1779
5 S 0.2791
6 C -0.6234
7 C 0.5827
8 O -0.5218
9 C -0.0917
10 C -0.2108
11 C -0.2251
12 C -0.1983
13 C -0.2079
14 C -0.1805
15 N -0.3203
16 N -0.2462
17 C 0.2700
18 C 0.1126
19 C 0.0354
20 N -0.3675
21 C -0.0152
22 C -0.0007
23 N -0.4093
24 H 0.2130
25 H 0.2173
26 H 0.2208
27 H 0.2448
28 H 0.2101
29 H 0.2510
30 H 0.2594
31 H 0.2124
32 H 0.2136
33 H 0.2134
34 H 0.2152
35 H 0.2388
36 H 0.2250
37 H 0.2019
38 H 0.1999

2.
This record from OMol25 describes a structure of composition C34H68ClFN11O9PS. The level of theory is ωB97M-V/def2-TZVPD.

Geometry (Å):
N (-0.03654, -4.48114, -1.30892)
C (-1.48803, -4.34775, -1.08266)
C (-2.24158, -4.00464, -2.36636)
C (-1.90557, -2.62862, -2.98944)
C (-2.18989, -1.39883, -2.04777)
C (-1.07846, -0.36647, -2.27731)
C (-1.09612, 0.30159, -3.57071)
Cl (-2.34761, -0.01660, -4.75028)
C (-0.15381, 1.19784, -3.91289)
F (-0.13751, 1.78827, -5.10223)
C (0.86460, 1.48028, -2.97343)
N (1.88833, 2.33745, -3.15155)
S (2.71743, 2.27645, -1.79992)
N (1.92385, 1.21830, -0.89218)
C (0.90616, 0.85989, -1.67505)
C (-0.12102, -0.09681, -1.35787)
P (-0.09791, -0.94453, 0.26679)
O (0.96063, -0.45326, 1.18868)
H (0.42841, -4.68928, -0.43405)
H (0.35092, -3.64211, -1.72402)
H (-1.82965, -5.34763, -0.76932)
H (-1.70873, -3.67075, -0.23858)
H (-3.32374, -4.13176, -2.21681)
H (-1.94586, -4.76513, -3.10905)
H (-2.42585, -2.55852, -3.94753)
H (-0.82219, -2.61642, -3.19814)
H (-3.14094, -0.95866, -2.37509)
H (-2.20171, -1.67770, -0.99102)
H (0.13299, -2.31035, -0.03728)
H (-1.34890, -0.87975, 0.91858)
C (-4.55863, -1.50789, 1.51957)
O (-3.52178, -1.76658, 0.92311)
N (-5.11604, -0.29441, 1.59510)
C (-6.35254, -0.05762, 2.32439)
C (-4.46146, 0.81977, 0.92501)
H (-5.13002, -2.28252, 2.05650)
H (-7.10537, 0.33365, 1.63821)
H (-6.17019, 0.67265, 3.11499)
H (-6.71988, -0.97206, 2.76510)
H (-4.38476, 0.61069, -0.14329)
H (-3.45394, 0.94610, 1.32580)
H (-5.03067, 1.73288, 1.07669)
C (6.31933, -2.11310, -0.82616)
O (7.35205, -2.33343, -1.44205)
N (5.74296, -0.91057, -0.69014)
C (4.51153, -0.71669, 0.05708)
C (6.37444, 0.23899, -1.31444)
H (5.76247, -2.91798, -0.31645)
H (3.75491, -0.30576, -0.60846)
H (4.69986, -0.01946, 0.87184)
H (4.15071, -1.65892, 0.46859)
H (6.44241, 0.06791, -2.38923)
H (7.38390, 0.35469, -0.91547)
H (5.79964, 1.14011, -1.12086)
C (-6.55480, 2.13401, -3.88063)
O (-5.75742, 1.71939, -3.06179)
N (-6.82247, 1.54447, -5.06456)
C (-7.78687, 2.08837, -5.99954)
C (-6.11473, 0.32313, -5.40469)
H (-7.14036, 3.05377, -3.71263)
H (-8.57758, 1.35609, -6.17662)
H (-7.29078, 2.31593, -6.94550)
H (-8.23037, 3.00002, -5.60387)
H (-6.32075, -0.43623, -4.64863)
H (-5.04239, 0.51898, -5.41388)
H (-6.43063, -0.03727, -6.38102)
C (-1.71499, 5.26949, 0.33572)
O (-2.52872, 5.66542, 1.14779)
N (-0.51318, 4.73985, 0.64011)
C (0.41168, 4.28464, -0.37971)
C (-0.13487, 4.62161, 2.03829)
H (-1.90481, 5.31402, -0.75069)
H (0.61345, 3.22402, -0.23272)
H (1.34580, 4.84503, -0.29499)
H (-0.00514, 4.43527, -1.37485)
H (-0.86010, 3.99700, 2.56155)
H (-0.13395, 5.60928, 2.50130)
H (0.85496, 4.17823, 2.12074)
C (-7.62273, -1.87564, 4.98889)
O (-8.23221, -1.19052, 4.18638)
N (-7.49866, -1.60113, 6.29930)
C (-6.75641, -2.46051, 7.20173)
C (-8.13131, -0.40198, 6.82427)
H (-7.10745, -2.80518, 4.69115)
H (-7.42054, -2.82326, 7.98866)
H (-5.93928, -1.89545, 7.65420)
H (-6.34360, -3.31271, 6.66541)
H (-9.20599, -0.44783, 6.64447)
H (-7.73363, 0.47489, 6.31212)
H (-7.94283, -0.31783, 7.89175)
C (3.28176, -0.91445, -4.53835)
O (3.40198, -0.57380, -3.37458)
N (4.20926, -1.58405, -5.24345)
C (4.00099, -1.96021, -6.62756)
C (5.46182, -1.94157, -4.59255)
H (2.37034, -0.69238, -5.12063)
H (4.05938, -3.04635, -6.72312)
H (4.77318, -1.50343, -7.24992)
H (3.02410, -1.62578, -6.97211)
H (5.25869, -2.57058, -3.72559)
H (5.96635, -1.03849, -4.25024)
H (6.10436, -2.47621, -5.28761)
C (7.21657, 0.59048, 1.91239)
O (6.20809, 1.23686, 1.68564)
N (8.29868, 1.04700, 2.56593)
C (9.46503, 0.21709, 2.79865)
C (8.29491, 2.41670, 3.05280)
H (7.31920, -0.45863, 1.58512)
H (9.63937, 0.12607, 3.87274)
H (10.33840, 0.67586, 2.33101)
H (9.31799, -0.77555, 2.37737)
H (7.46530, 2.55514, 3.74733)
H (8.16024, 3.10167, 2.21474)
H (9.23324, 2.63612, 3.55655)
C (2.21488, 1.33639, 5.42253)
O (2.36671, 1.71561, 6.57114)
N (3.12567, 0.65370, 4.70726)
C (2.87787, 0.23125, 3.33741)
C (4.39658, 0.33064, 5.32738)
H (1.28506, 1.53119, 4.86167)
H (2.94594, -0.85640, 3.27685)
H (3.62878, 0.67728, 2.68205)
H (1.89165, 0.54026, 3.00714)
H (4.22589, -0.27400, 6.21996)
H (4.90242, 1.25030, 5.62708)
H (5.02235, -0.21894, 4.62743)

Forces on atoms 1 to 2 (eV/Å):
N -0.513 -0.089 -0.316
C 0.152 -0.527 0.291

Calculated values
Total charge ... 0
Gap between HOMO and LUMO ... 7.993 eV
Energy ... -106543.78165 eV
LUMO ... -0.584 eV

Here are the Mulliken charges for atoms 1 to 99, given in e:
1 N -0.6639
2 C -0.3110
3 C -1.0640
4 C -0.6486
5 C -0.7064
6 C -0.3296
7 C 0.8025
8 Cl -0.2336
9 C 0.2422
10 F -0.3706
11 C -0.0015
12 N -0.6294
13 S 0.1157
14 N -0.2440
15 C 1.0786
16 C 0.3802
17 P 0.3570
18 O -0.2431
19 H 0.2995
20 H 0.1620
21 H 0.4354
22 H 0.2730
23 H 0.3539
24 H 0.4156
25 H 0.4272
26 H 0.3548
27 H 0.5640
28 H -0.5920
29 H -0.2752
30 H 0.0360
31 C -0.0646
32 O -0.5376
33 N 0.2485
34 C -0.9063
35 C -0.8465
36 H 0.2921
37 H 0.3388
38 H 0.3821
39 H 0.1696
40 H 0.1803
41 H 0.2762
42 H 0.3829
43 C -0.1095
44 O -0.6527
45 N 0.8650
46 C -0.5673
47 C -0.9645
48 H 0.3304
49 H 0.0878
50 H 0.0312
51 H 0.3143
52 H 0.0157
53 H 0.3658
54 H 0.3971
55 C 0.1023
56 O -0.5675
57 N 0.1463
58 C -0.9228
59 C -0.7821
60 H 0.2670
61 H 0.3268
62 H 0.3279
63 H 0.3026
64 H 0.2967
65 H 0.1336
66 H 0.3695
67 C 0.1144
68 O -0.6057
69 N 0.1910
70 C -0.9179
71 C -1.0251
72 H 0.2853
73 H 0.3617
74 H 0.3311
75 H 0.2710
76 H 0.2891
77 H 0.3414
78 H 0.3900
79 C 0.2166
80 O -0.6493
81 N 0.1082
82 C -0.9156
83 C -0.9145
84 H 0.2606
85 H 0.3384
86 H 0.3480
87 H 0.2940
88 H 0.2987
89 H 0.2683
90 H 0.3888
91 C 0.1907
92 O -0.5390
93 N 0.1700
94 C -0.9703
95 C -0.8001
96 H 0.1511
97 H 0.3449
98 H 0.3358
99 H 0.3132

3.
This record from OMol25 describes the ion C4H11NOP with charge +1. The level of theory is ωB97M-V/def2-TZVPD.

Geometry (Å):
N (2.76418, 0.99558, -0.01819)
C (1.64188, 0.25384, -0.51415)
C (0.74390, -0.28590, 0.32389)
O (0.83787, -0.03476, 1.61757)
C (-0.38697, -1.10580, -0.27646)
C (-1.77850, -0.71188, 0.20032)
P (-2.09939, 1.12920, -0.01917)
H (2.89562, 1.73834, -0.63842)
H (3.65135, 0.32590, -0.06158)
H (2.40098, 1.23102, 0.92099)
H (1.46604, 0.21048, -1.57194)
H (0.08198, -0.49208, 2.21604)
H (-0.09604, -2.17469, 0.00190)
H (-0.34302, -1.20873, -1.39637)
H (-2.66896, -1.15943, -0.18661)
H (-1.62524, -0.95688, 1.22559)
H (-2.60160, 0.96120, -1.23438)
H (-3.41256, 1.37866, 0.63006)

Forces on atoms 1 to 2 (eV/Å):
N 1.211 -3.473 0.954
C -1.690 -1.286 -0.556

Calculated values
Total charge ... +1
Gap between HOMO and LUMO ... 8.861 eV
Energy ... -17143.84982 eV
LUMO ... -3.579 eV

Table of natural (NBO) atomic charges, one value per atom, all in e:
1 N -0.6836
2 C -0.2413
3 C 0.3951
4 O -0.6865
5 C -0.4738
6 C -0.6653
7 P 0.2489
8 H 0.4436
9 H 0.4600
10 H 0.4728
11 H 0.2398
12 H 0.5358
13 H 0.2476
14 H 0.2487
15 H 0.2634
16 H 0.1965
17 H -0.0288
18 H 0.0271

Number 1: F_max 1.4 eV/Å. Number 2: F_max 1.8 eV/Å. Number 3: F_max 4.0 eV/Å.